{
  "formula": "C6H10",
  "method": "ωB97M-V/def2-TZVPD",
  "species": ["C", "C", "C", "C", "C", "C", "H", "H", "H", "H", "H", "H", "H", "H", "H", "H"],
  "coordinates": [[-1.8990, 2.1152, 1.1710], [-0.9235, 1.0525, 0.9309], [-0.1001, 0.2273, 0.6215], [0.9311, -0.6086, -0.0151], [1.0950, -0.0963, -1.4583], [0.5913, -2.1030, 0.0076], [-2.8991, 1.7138, 1.3502], [-1.6221, 2.7438, 2.0212], [-1.9494, 2.7570, 0.2861], [1.8801, -0.4607, 0.5194], [0.2799, -0.4763, -2.0858], [2.0490, -0.4143, -1.8910], [1.0496, 0.9965, -1.4793], [-0.3823, -2.2813, -0.4634], [1.3479, -2.6729, -0.5442], [0.5516, -2.4927, 1.0291]],
  "forces_ev_per_a": [[-0.06, 0.05, 0.02], [0.35, -0.35, -0.16], [-0.33, 0.40, 0.05], [0.01, 0.01, -0.01], [0.05, 0.03, -0.10], [-0.02, -0.09, 0.02], [0.09, 0.01, 0.02], [-0.01, -0.12, -0.05], [-0.04, -0.04, 0.11], [-0.18, 0.01, -0.06], [0.13, 0.07, 0.11], [-0.14, -0.06, 0.05], [0.10, -0.18, -0.03], [0.16, 0.05, 0.07], [-0.10, 0.11, 0.08], [-0.01, 0.09, -0.12]],
  "mulliken_charge": [-1.2254, 0.8736, -0.7332, 0.5917, -1.3807, -1.2891, 0.3009, 0.2971, 0.2754, 0.2070, 0.3148, 0.3643, 0.3857, 0.3321, 0.3451, 0.3408],
  "molar_mass_g_mol": 82.146,
  "smiles": "CC#CC(C)C",
  "de_lowest_ev": 1.281,
  "max_force_ev_per_a": 0.52,
  "total_charge": 0,
  "orbital_gap_ev": 10.39,
  "homo_energy_ev": -9.330,
  "e_tot_ha": -234.555424
}